Here is a molecular structure, C37H27Cl2N7O5SSeTb from the Open Molecules 2025 dataset. Energies are from ωB97M-V with the def2-TZVPD basis set.

```
81
Properties=species:S:1:pos:R:3:forces:R:3
Tb 0.962271 -1.096739 -0.774773 -0.831 0.159 -2.641
O -0.315578 -2.372734 -2.511211 -0.089 -0.015 -0.124
C -0.912991 -3.513768 -1.901981 -0.391 -0.398 0.302
C -1.785035 -3.026662 -0.767678 -0.179 -0.042 -0.105
C -3.031064 -3.577717 -0.500928 0.158 0.068 -0.037
C -3.765682 -3.092068 0.568449 0.238 -0.007 0.022
C -3.218323 -2.087440 1.349843 0.039 -0.027 -0.104
C -1.968540 -1.593767 1.015011 -0.087 0.042 0.152
N -1.271580 -2.038640 -0.029767 -0.168 -0.297 -0.098
H 0.186956 -2.671241 -3.283186 0.098 0.323 0.133
H -0.136477 -4.178118 -1.488510 -0.097 0.108 -0.127
H -1.513040 -4.072474 -2.628860 0.103 0.092 0.116
H -3.424272 -4.369743 -1.117574 -0.003 -0.076 -0.126
H -4.736484 -3.508172 0.792518 -0.076 0.022 0.022
H -3.749254 -1.694414 2.200471 -0.026 0.076 0.108
H -1.492518 -0.820106 1.609682 -0.080 -0.041 -0.071
Cl 2.304044 1.345355 -0.305548 0.016 0.576 0.264
C 3.114999 1.890208 -1.746879 0.331 0.179 -0.759
C 3.920921 3.008426 -1.634610 -0.112 -0.025 0.143
C 4.577505 3.489144 -2.751331 0.019 -0.042 0.047
C 4.471644 2.815604 -3.956649 -0.035 -0.002 0.006
C 3.669436 1.696377 -4.055402 -0.027 0.101 0.544
Cl 3.564159 0.869162 -5.552346 0.074 -0.036 -0.424
C 2.924121 1.214954 -2.959385 -0.093 -0.006 0.031
S 1.806845 -0.086684 -3.186183 -0.307 -0.224 -0.055
H 4.011096 3.493598 -0.676198 0.037 0.139 0.088
H 5.166534 4.387259 -2.682676 0.165 0.092 0.028
H 5.005174 3.158718 -4.827663 0.047 0.051 -0.112
O 1.416863 -2.692106 0.822778 0.196 -0.398 0.248
C 1.449065 -1.744622 1.651421 0.317 -1.177 1.396
O 0.992628 -0.605754 1.331067 -0.238 1.142 0.861
C 2.014752 -1.913705 3.012816 0.075 -0.002 0.084
C 2.434263 -3.151643 3.486639 -0.124 0.085 -0.280
C 2.959849 -3.302643 4.768249 0.131 0.118 0.328
C 3.070417 -2.169783 5.545067 -0.242 0.467 -0.367
O 3.558285 -2.026071 6.804852 -0.048 -0.494 -0.334
C 3.432655 -0.653691 7.130875 0.299 0.617 1.083
O 2.853213 0.023082 6.031710 -0.158 0.066 -0.359
C 2.645515 -0.921966 5.071264 0.116 -0.495 -0.031
C 2.113547 -0.769761 3.820980 0.043 0.120 0.247
H 2.343039 -4.007721 2.835553 -0.016 -0.089 -0.021
H 3.267272 -4.262504 5.149882 0.056 -0.111 -0.019
H 4.424249 -0.223511 7.349416 -0.244 -0.218 -0.180
H 2.789952 -0.541167 8.019322 0.099 -0.101 -0.320
H 1.778469 0.184930 3.457114 -0.038 0.179 -0.032
Se 4.915800 -0.832111 -0.153227 -0.241 -0.103 -0.098
N 5.777526 -2.152571 -0.881627 0.598 -0.563 -0.247
C 4.920070 -2.933432 -1.534819 -0.333 0.825 0.488
C 5.203737 -4.093562 -2.277541 -0.326 -0.562 -0.470
C 4.147361 -4.692559 -2.920497 1.125 0.056 0.199
C 2.847707 -4.166109 -2.812361 -0.556 0.855 0.494
N 2.526369 -3.109201 -2.088930 -0.252 -0.690 -0.292
C 3.552464 -2.501657 -1.464423 0.860 0.609 0.498
N 3.356280 -1.386878 -0.751572 0.260 -0.805 -0.337
H 6.214104 -4.471782 -2.332150 0.022 -0.032 -0.066
H 4.310332 -5.568559 -3.528519 -0.030 -0.070 -0.031
H 2.044996 -4.638158 -3.366407 -0.072 -0.081 0.055
N -4.303028 4.182547 0.410876 0.302 -0.195 -0.061
C -5.500359 4.827003 0.302073 -0.622 -0.077 -0.503
C -6.111333 5.787626 1.094006 0.019 0.103 0.108
C -7.362825 6.212831 0.706889 0.158 0.000 0.074
C -7.986465 5.692109 -0.434509 -0.105 -0.023 -0.138
C -7.387554 4.734588 -1.223181 0.083 -0.018 0.024
C -6.113141 4.289145 -0.858834 0.134 0.592 0.891
N -5.281513 3.362199 -1.418392 0.638 -0.654 -0.270
C -4.215986 3.310394 -0.653225 -0.792 0.504 0.053
C -3.083390 2.425508 -0.831916 0.842 -0.681 -0.055
C -2.107773 2.279919 0.162344 -0.200 0.126 -0.264
C -1.041520 1.428160 -0.033430 0.025 -0.015 -0.026
N -0.870344 0.687213 -1.136903 -0.328 0.360 0.392
C -1.799557 0.827955 -2.092552 0.144 -0.199 -0.151
C -2.902029 1.657328 -1.988804 -0.039 0.254 0.269
H -3.599147 4.388914 1.098863 -0.016 -0.073 -0.104
H -5.623058 6.178590 1.972771 0.007 0.093 0.129
H -7.874408 6.961429 1.293897 -0.027 0.036 0.026
H -8.965934 6.064578 -0.696651 -0.065 -0.036 -0.047
H -7.886614 4.334946 -2.089827 -0.031 -0.063 -0.157
H -2.180155 2.818070 1.093312 0.081 0.035 0.129
H -0.278322 1.333140 0.731665 -0.125 0.003 0.035
H -1.632103 0.245215 -2.991625 -0.042 0.006 0.026
H -3.619088 1.727491 -2.790414 -0.046 -0.013 -0.106
```
Positions in Å, forces in eV/Å.

## Properties
spin multiplicity	7
charge	+1
HOMO level (spin up / spin down)	-9.59 / -9.60	eV

Löwdin population analysis, charges in e, atoms 1 to 4: 1.38 -0.19 -0.16 -0.24

=====

Here is C3H7NO in the gas phase from the Open Molecules 2025 dataset. Energies are from ωB97M-V with the def2-TZVPD basis set.

```
12
Properties=species:S:1:pos:R:3:forces:R:3
C -1.143374 1.034135 -1.051933 -2.052 -4.248 -1.129
C -0.547148 -0.038761 -0.180393 0.210 1.170 1.955
O -0.666707 0.209920 1.245967 -0.216 -0.844 -0.446
N 0.642884 0.278119 0.652456 -0.892 0.536 -3.052
C 1.567423 -0.853753 0.887511 -1.559 1.386 -1.754
H -0.830209 1.900615 -0.617501 0.477 2.896 0.296
H -2.261768 0.812788 -1.023211 1.118 0.899 0.459
H -0.975200 0.780900 -2.122290 0.691 0.855 0.617
H -0.901726 -1.027586 -0.471529 0.940 -0.401 0.336
H 1.713297 -1.308031 -0.112667 0.351 -0.034 0.824
H 2.425792 -0.351624 1.269665 0.864 -0.502 0.569
H 0.976735 -1.436721 1.523924 0.069 -1.714 1.324
```
Positions in Å, forces in eV/Å.

## Properties
HOMO level	-9.19	eV
energy relative to the best compared isomer or geometry (same formula, charge and spin)	96.06	kcal/mol
SMILES string	C[C@@H]1ON1C

natural (NBO) population analysis, charges in e, atoms 1 to 4: -0.64 0.18 -0.40 -0.15